1.
The following is a DFT calculation (the ωB97M-V functional and the def2-TZVPD basis) of a structure of composition C25H61NiO19P4 at a distorted geometry.

Each line ends with the Löwdin spin population.
Element x y z (Å)
Ni -24.03488 -14.41708 -25.46919  1.738
O -27.02662 -13.84245 -27.73851  0.008
C -26.13990 -14.02623 -26.72461  0.013
O -25.81680 -13.11549 -26.01189  0.083
O -25.59284 -15.11618 -26.61810  0.110
H -27.27302 -12.94376 -27.50774  0.001
C -34.36264 -11.84595 -27.70769  0.000
C -33.25417 -12.39887 -26.82085  0.000
O -33.64207 -12.45472 -25.54272  0.000
P -32.99595 -11.42699 -24.49998  0.000
O -32.86796 -10.00968 -24.99523  0.000
O -33.85113 -11.48740 -23.13177  0.000
C -33.36046 -11.15294 -21.85216  0.000
C -34.69402 -10.51666 -21.24838  0.000
O -31.55497 -12.13250 -24.08957  0.000
C -30.69172 -12.69727 -25.07327  0.000
C -29.66862 -11.68349 -25.62530  0.000
H -34.23127 -11.94515 -28.78519  0.000
H -35.36061 -12.25218 -27.54297  0.000
H -34.45577 -10.77237 -27.54378  0.000
H -33.09747 -13.42521 -27.15278  0.000
H -32.30488 -11.86389 -26.84823  0.000
H -33.17334 -12.13913 -21.42728  0.000
H -32.60350 -10.37345 -21.76548  0.000
H -35.48700 -11.24471 -21.07744  0.000
H -34.38367 -9.97219 -20.35656  0.000
H -35.11908 -9.77378 -21.92331  0.000
H -30.12192 -13.48776 -24.58484  0.000
H -31.18443 -13.30903 -25.82898  0.000
H -28.80891 -12.02004 -26.20472  0.000
H -30.24777 -10.94188 -26.17547  0.000
H -29.13295 -11.23237 -24.79004  0.000
C -29.25351 -16.43885 -25.10564  0.000
C -28.82095 -15.97938 -23.67334  0.000
O -27.67816 -15.28899 -23.71947  0.000
P -26.24589 -15.95698 -23.21720  0.003
O -25.09527 -15.25612 -23.86567  0.022
O -26.39228 -17.51990 -23.60378  0.000
C -25.47177 -18.22030 -24.36689  0.000
C -26.17353 -19.21165 -25.28607  0.000
O -26.17947 -15.99549 -21.61361  0.002
C -27.26633 -15.57414 -20.81236  0.000
C -26.71170 -15.18676 -19.36807  0.000
H -28.56247 -17.14730 -25.56244  0.000
H -30.14731 -17.06272 -25.10677  0.000
H -29.35161 -15.57617 -25.76463  0.000
H -29.60189 -15.31966 -23.29519  0.000
H -28.85334 -16.79569 -22.95176  0.000
H -24.78986 -17.54415 -24.88256  0.000
H -24.61959 -18.72726 -23.91427  0.000
H -26.82632 -19.94037 -24.80552  0.000
H -26.87735 -18.78898 -26.00306  0.000
H -25.39488 -19.82976 -25.73299  0.000
H -27.79691 -14.69919 -21.18792  0.000
H -27.99991 -16.35837 -20.62544  0.000
H -27.53265 -14.90146 -18.71024  0.000
H -26.15912 -16.00887 -18.91322  0.000
H -26.05328 -14.32928 -19.50706  0.000
C -25.15825 -14.71094 -33.80339  0.000
C -26.48827 -15.11438 -33.20147  0.000
O -27.31009 -14.04451 -33.58499  0.000
P -28.09337 -13.03936 -32.58677  0.000
O -28.83821 -11.97925 -33.32216  0.000
O -28.96316 -14.08895 -31.63236  0.000
C -30.07808 -13.51525 -30.98690  0.000
C -29.76864 -12.88060 -29.63799  0.000
O -26.97210 -12.43216 -31.60645  0.000
C -26.39615 -11.18755 -31.67691  0.000
C -25.03675 -11.14513 -32.43064  0.000
H -24.88261 -13.81644 -33.24482  0.000
H -24.42400 -15.51438 -33.74466  0.000
H -25.19934 -14.46814 -34.86521  0.000
H -26.82899 -16.10333 -33.50806  0.000
H -26.22188 -15.21184 -32.14902  0.000
H -30.57838 -12.68017 -31.47725  0.000
H -30.81444 -14.27337 -30.72017  0.000
H -29.02326 -12.11337 -29.84744  0.000
H -30.72995 -12.52476 -29.26735  0.000
H -29.27434 -13.58941 -28.97366  0.000
H -27.05554 -10.37891 -31.99218  0.000
H -26.06448 -11.02102 -30.65203  0.000
H -24.53223 -10.18015 -32.38202  0.000
H -24.28942 -11.80870 -31.99560  0.000
H -25.14479 -11.37359 -33.49094  0.000
C -26.43966 -10.08240 -27.57681  0.000
C -24.89869 -10.05573 -27.84911  0.000
O -24.61192 -11.38287 -28.38115  0.000
P -23.15719 -12.08042 -28.07542  0.002
O -23.06809 -13.07286 -26.96003  0.015
O -22.84288 -12.73876 -29.55720  0.000
C -23.77059 -13.76261 -29.92311  0.000
C -23.20125 -14.49200 -31.16192  0.000
O -22.11041 -10.84611 -27.91243  0.002
C -20.77313 -10.95907 -27.73576  0.000
C -20.47715 -10.13322 -26.45193  0.000
H -26.48195 -9.17632 -26.97238  0.000
H -27.06719 -9.97854 -28.46197  0.000
H -26.74435 -10.96798 -27.01912  0.000
H -24.62351 -9.22626 -28.50054  0.000
H -24.30991 -9.94947 -26.93799  0.000
H -24.17245 -14.44732 -29.17627  0.000
H -24.69869 -13.40694 -30.37059  0.000
H -23.74388 -15.39682 -31.43573  0.000
H -23.03169 -13.92291 -32.07597  0.000
H -22.28144 -14.96558 -30.81874  0.000
H -20.31746 -11.94556 -27.82119  0.000
H -20.19072 -10.44555 -28.50074  0.000
H -20.96285 -9.18333 -26.22850  0.000
H -20.86898 -10.75434 -25.64646  0.000
H -19.39686 -10.07267 -26.31996  0.000

Charge   +1
Expectation value of S²   2.004
HOMO-LUMO gap (spin up / spin down)   7.92 / 6.72 eV
Multiplicity   3
Highest occupied orbital energy (spin up / spin down)   -0.43562 / -0.43562 Ha



2.
The following is a DFT calculation (the ωB97M-V functional and the def2-TZVPD basis) of a cluster of 2 separate species, CH3NS in total at a distorted geometry.

Each line ends with the natural charge from an NBO analysis.
Element x y z (Å)
C -1.14532 1.34208 -1.09748  -0.162
N 0.15870 -0.84996 0.89980  -1.073
S 0.27765 1.70790 -1.58101  0.159
H 0.15102 -1.56484 0.15817  0.357
H -0.53828 -0.18724 0.68072  0.360
H 1.09623 -0.44795 0.93980  0.357

HOMO-LUMO gap   9.44 eV
Multiplicity   1
Highest occupied orbital energy   -0.36134 Ha



3.
The following is a DFT calculation (the ωB97M-V functional and the def2-TZVPD basis) of a cluster of 11 separate species, C44H57N9O6 in total at a distorted geometry.

Each line ends with the Löwdin charge.
Element x y z (Å)
C 0.25732 1.76647 -0.58109  -0.012
C 0.04324 0.28504 -0.37378  -0.289
C 0.36509 -0.29249 1.00149  -0.095
O -0.61831 -1.30649 1.13912  0.066
C -1.64590 -1.05842 0.29883  -0.545
O -2.64795 -1.70186 0.26206  0.145
O -1.36652 0.00016 -0.48904  0.079
H -0.16646 2.33327 0.25186  0.079
H -0.21130 2.10949 -1.50112  0.061
H 1.32301 1.99070 -0.61899  0.057
H 0.60115 -0.25422 -1.14636  0.154
H 0.41328 0.43928 1.80815  0.121
H 1.35982 -0.73997 0.94687  0.124
C 3.29328 -3.05775 -0.44868  -0.011
C 3.64665 -4.52503 -0.22471  -0.286
C 4.13351 -4.83188 1.21052  -0.077
O 3.26834 -5.87807 1.65791  0.052
C 2.28658 -6.09519 0.75636  -0.567
O 1.37819 -6.84234 0.91215  0.167
O 2.47824 -5.34385 -0.35021  0.082
H 2.41107 -3.00221 -1.08799  0.090
H 4.08457 -2.57586 -1.03002  0.079
H 3.15450 -2.49501 0.47129  0.059
H 4.37635 -4.85464 -0.96197  0.147
H 3.98896 -3.99101 1.88335  0.095
H 5.16238 -5.18318 1.20621  0.132
N -3.00877 -5.06413 1.92799  0.015
C -2.57356 -3.97945 2.63188  -0.157
C -3.05728 -4.08410 3.90975  -0.107
C -3.78704 -5.30410 3.97785  -0.109
C -3.75184 -5.88636 2.74005  -0.143
H -2.84645 -5.23195 0.95074  0.149
H -1.95418 -3.25470 2.13396  0.089
H -2.88687 -3.40984 4.73180  0.089
H -4.28447 -5.70505 4.84591  0.089
H -4.11749 -6.82903 2.37218  0.106
N 0.73620 4.58616 -3.64732  0.027
C 1.77512 3.92435 -3.05916  -0.149
C 2.83823 4.77220 -2.97593  -0.119
C 2.47150 5.98136 -3.63400  -0.104
C 1.16628 5.83773 -4.02291  -0.139
H -0.17857 4.21954 -3.87355  0.076
H 1.65906 2.90172 -2.74621  0.091
H 3.74135 4.55360 -2.42917  0.084
H 3.08916 6.85895 -3.72220  0.089
H 0.47465 6.52465 -4.48187  0.103
N -4.54498 -2.14187 -3.01888  0.035
C -5.05361 -2.37256 -4.27766  -0.137
C -4.33596 -1.62700 -5.16599  -0.120
C -3.33365 -0.92960 -4.43374  -0.107
C -3.49879 -1.28629 -3.11524  -0.136
H -5.06559 -2.44929 -2.21120  0.108
H -5.93430 -2.98319 -4.37730  0.105
H -4.45727 -1.59427 -6.23725  0.084
H -2.59739 -0.21626 -4.75450  0.058
H -2.93322 -0.93208 -2.26941  0.084
N -0.19662 5.15861 -0.20911  0.028
C -1.18138 4.95624 0.71946  -0.144
C -0.57737 4.59773 1.89924  -0.116
C 0.82728 4.63773 1.68673  -0.118
C 1.02378 4.99009 0.37673  -0.150
H -0.35867 5.37892 -1.17756  0.133
H -2.23103 4.97446 0.48030  0.105
H -1.07630 4.34276 2.81972  0.089
H 1.58704 4.38787 2.40767  0.074
H 1.91096 5.22476 -0.18804  0.101
N -2.08063 3.78062 -5.36302  0.011
C -1.64892 2.50477 -5.14838  -0.126
C -1.78249 2.23531 -3.80882  -0.116
C -2.30031 3.40575 -3.19889  -0.118
C -2.48003 4.35115 -4.17880  -0.142
H -2.13797 4.20569 -6.27130  0.150
H -1.32855 1.87002 -5.95628  0.116
H -1.51309 1.32945 -3.29279  0.087
H -2.65741 3.50534 -2.18547  0.098
H -2.93438 5.32672 -4.18872  0.112
N 5.62461 2.56647 -0.19870  0.014
C 6.28112 1.63795 -0.97208  -0.132
C 5.33368 0.86396 -1.57217  -0.111
C 4.05330 1.33959 -1.17730  -0.106
C 4.27969 2.41260 -0.35598  -0.161
H 6.04935 3.28019 0.36536  0.145
H 7.35568 1.59984 -0.99102  0.107
H 5.56400 0.04690 -2.23686  0.091
H 3.07137 1.02955 -1.49055  0.073
H 3.60164 3.11591 0.10401  0.102
N -5.41563 -2.80271 0.73206  0.032
C -5.94457 -3.96089 0.24996  -0.142
C -6.99263 -3.65580 -0.58271  -0.114
C -7.07478 -2.23894 -0.61722  -0.134
C -6.06282 -1.74333 0.16437  -0.152
H -4.56177 -2.77680 1.26743  0.109
H -5.57511 -4.92307 0.56044  0.095
H -7.65387 -4.35236 -1.06930  0.087
H -7.75079 -1.56067 -1.11438  0.093
H -5.85436 -0.71271 0.39234  0.110
N 3.02246 2.24234 5.54947  0.023
C 4.24504 2.08324 4.95653  -0.120
C 4.04284 1.96094 3.60750  -0.099
C 2.64472 2.03420 3.38221  -0.152
C 2.03798 2.16536 4.60793  -0.146
H 2.87038 2.28734 6.54156  0.151
H 5.14273 2.08041 5.54967  0.111
H 4.84934 1.82259 2.90577  0.089
H 2.13219 1.98905 2.43449  0.082
H 0.99849 2.20698 4.88705  0.120
N 1.85562 -0.99394 3.88322  0.016
C 2.68316 -1.98520 3.44436  -0.152
C 2.00367 -3.17403 3.53782  -0.094
C 0.69450 -2.87547 4.00623  -0.091
C 0.63523 -1.52105 4.21208  -0.137
H 2.10018 -0.01097 3.89806  0.081
H 3.68994 -1.75810 3.13233  0.106
H 2.31166 -4.17935 3.30097  0.084
H -0.11179 -3.57881 4.13217  0.083
H -0.15970 -0.89931 4.58939  0.110

SMILES string   C[C@H]1COC(=O)O1.C[C@H]1COC(=O)O1.c1cc[nH]c1.c1cc[nH]c1.c1cc[nH]c1.c1cc[nH]c1.c1cc[nH]c1.c1cc[nH]c1.c1cc[nH]c1.c1cc[nH]c1.c1cc[nH]c1
HOMO-LUMO gap   8.05 eV
Multiplicity   1
Highest occupied orbital energy   -0.28228 Ha



4.
The following is a DFT calculation (the ωB97M-V functional and the def2-TZVPD basis) of a structure of composition C24H31B2Br2EuF4I2N8O5S at a distorted geometry.

Each line ends with the Löwdin spin population.
Element x y z (Å)
Eu 0.04045 0.14403 -0.38715  6.864
C -2.02257 -3.10528 2.59030  0.000
C -0.85658 -2.39973 1.89799  0.020
N -1.17202 -1.53487 0.97099  0.075
O -2.59875 -1.39071 0.89632  0.023
B -3.03717 -0.53385 -0.13616  0.001
F -4.41101 -0.24730 0.13334  0.000
F -2.30687 0.78974 -0.09780  -0.004
O -2.99027 -1.10634 -1.48797  -0.002
N -1.64636 -0.93516 -1.91325  -0.011
C -1.39471 -1.70404 -2.95615  0.011
C -2.43338 -2.43351 -3.73098  0.002
C -0.04361 -1.52035 -3.45588  0.004
N 0.61447 -0.62205 -2.75802  0.000
O 2.01318 -0.29347 -3.38059  0.002
B 3.13706 -0.43236 -2.64743  0.000
F 3.03963 -0.23051 -1.28200  0.002
F 4.37378 -0.63633 -3.16242  0.000
O 3.57804 -2.08349 2.59883  -0.001
N 1.44697 -1.83404 1.89651  -0.019
C 0.47446 -2.71304 2.24356  0.108
C 0.77312 -3.81747 3.16588  0.018
C 0.50145 -2.20728 -4.72979  0.000
H -2.70996 -2.30744 2.84413  0.000
H -1.86516 -3.81386 3.39573  0.000
H -2.71604 -3.60784 1.84728  0.000
H -2.18551 -2.56731 -4.82880  0.000
H -3.37974 -1.86790 -3.78522  0.000
H -2.72568 -3.39256 -3.26312  0.001
H 0.78023 -4.67381 2.55166  0.007
H 0.12910 -3.90853 4.04103  0.003
H 1.83441 -3.76910 3.50906  0.000
H 1.25944 -2.89378 -4.37754  0.000
H 0.92808 -1.46310 -5.38169  0.000
H -0.33630 -2.79842 -5.17663  0.000
I 5.98824 1.18708 5.47124  0.000
C 4.57566 -0.10645 4.56538  0.001
C 4.95445 -1.50209 4.45380  -0.001
C 4.38923 -2.38549 3.60998  0.001
I 4.88933 -4.45216 3.55835  0.000
C 2.42693 -1.39615 2.82050  0.000
O 1.40260 -1.18083 0.78593  -0.095
C 2.33421 -0.17655 3.47197  0.001
C 0.96683 0.56170 3.20631  0.001
N 0.93479 1.46267 2.03282  -0.004
C 2.18003 1.89424 1.35534  0.001
C 1.83145 2.84088 0.19897  0.000
C 1.93492 4.26006 0.29998  0.000
C 1.72879 5.06765 -0.84898  0.000
C 1.36633 4.40165 -2.01885  0.000
C 1.21913 3.05577 -2.02382  0.000
N 1.47702 2.25576 -0.96188  -0.007
C 3.40256 0.45689 4.16407  -0.001
H 5.74290 -1.95111 5.02842  0.000
H 0.18007 -0.21135 3.20154  0.001
H 0.83339 1.10696 4.14212  0.000
H 0.35820 2.25377 2.19703  0.000
H 2.89027 2.30015 2.07189  0.000
H 2.65734 1.03601 0.89041  0.000
H 2.27831 4.66120 1.26811  0.000
H 1.93408 6.14830 -0.87311  0.000
H 1.18251 4.95509 -2.93448  0.000
H 1.08118 2.48397 -2.92231  0.000
H 3.22783 1.51104 4.44510  0.000
Br -3.62684 1.42625 5.20174  0.000
C -3.39957 1.98048 3.36944  0.000
Br -1.85077 3.29923 2.91441  0.000
H -4.28669 2.46004 3.07670  0.000
H -3.20018 1.05722 2.73842  0.000
C -4.87432 1.17328 -3.87122  0.000
N -3.55005 1.16750 -3.28168  0.000
C -2.48089 1.86736 -3.66219  0.000
N -2.32470 2.08365 -4.98984  0.000
S -1.39800 2.45670 -2.50348  -0.001
H -5.39660 0.30865 -3.37456  0.000
H -4.79767 0.89769 -4.95401  0.000
H -5.36456 2.13539 -3.69468  0.000
H -3.70144 1.05722 -2.29151  0.000
H -2.64631 1.34495 -5.59638  0.000
H -1.56216 2.65674 -5.38101  0.000

Charge   +1
Expectation value of S²   15.803
HOMO-LUMO gap (spin up / spin down)   5.32 / 6.71 eV
Multiplicity   8
Highest occupied orbital energy (spin up / spin down)   -0.33445 / -0.37998 Ha



Number 1: molecular weight 848.33 g/mol. Number 2: molecular weight 61.11 g/mol. Number 3: molecular weight 808.00 g/mol. Number 4: molecular weight 1206.83 g/mol.